{"formula": "C32H38F6N9O4S2V", "method": "ωB97M-V/def2-TZVPD", "species": ["V", "C", "C", "N", "C", "C", "C", "C", "C", "C", "C", "N", "C", "C", "N", "N", "H", "H", "H", "H", "H", "H", "H", "H", "H", "H", "H", "H", "H", "H", "H", "H", "H", "H", "F", "C", "F", "F", "S", "O", "O", "N", "S", "O", "O", "C", "F", "F", "F", "N", "C", "C", "C", "C", "C", "C", "C", "N", "C", "C", "N", "C", "H", "H", "H", "H", "H", "H", "H", "C", "N", "C", "C", "C", "C", "C", "C", "C", "C", "H", "H", "H", "H", "H", "H", "H", "H", "H", "H", "H", "H", "H"], "xyz": [[0.0031, 0.0292, -0.3128], [-1.7986, -0.7478, -3.1585], [-1.0824, 0.5880, -3.3280], [0.2070, 0.5869, -2.6461], [1.2264, -0.1746, -3.3553], [1.2556, -1.6159, -2.9225], [1.7324, -2.5909, -3.7915], [1.7679, -3.9047, -3.3592], [1.2674, -4.1921, -2.1025], [0.7995, -3.1554, -1.3009], [0.2468, -3.4760, 0.0599], [-0.8139, -2.5697, 0.4744], [-2.1342, -2.8760, -0.0536], [-2.2923, -2.4589, -1.5183], [-1.9759, -1.0524, -1.7426], [0.8191, -1.8864, -1.6975], [-1.1946, -1.5386, -3.6093], [-2.7565, -0.7115, -3.6991], [-1.6920, 1.3817, -2.8882], [-0.9617, 0.7826, -4.4066], [0.5051, 1.5553, -2.5645], [2.2178, 0.2319, -3.1319], [1.0787, -0.1236, -4.4474], [2.0701, -2.3223, -4.7801], [2.1573, -4.6861, -3.9936], [1.2375, -5.2057, -1.7349], [1.0717, -3.3672, 0.7714], [-0.0807, -4.5310, 0.0807], [-0.8529, -2.6052, 1.4888], [-2.8695, -2.3370, 0.5517], [-2.3707, -3.9537, 0.0140], [-3.3242, -2.6948, -1.8265], [-1.6169, -3.0623, -2.1280], [-2.7470, -0.4935, -1.3812], [4.3663, 1.0438, 1.4485], [3.8060, 0.0807, 2.2101], [4.7432, -0.4432, 2.9778], [2.9084, 0.7025, 2.9874], [2.8978, -1.1142, 1.0543], [1.9140, -0.1916, 0.5534], [2.4325, -2.1700, 1.8867], [3.9783, -1.5646, 0.0316], [4.3211, -0.6696, -1.2199], [4.3642, -1.3968, -2.4394], [3.5804, 0.5710, -1.2464], [6.0900, -0.0562, -0.8977], [6.0466, 1.2861, -0.8932], [6.9518, -0.4334, -1.8269], [6.5364, -0.4402, 0.2921], [-8.5648, -1.9250, 5.3974], [-7.5366, -1.6226, 4.9929], [-6.2671, -1.2836, 4.4734], [-6.0712, -1.2445, 3.0904], [-4.8233, -0.9611, 2.5772], [-3.7515, -0.7104, 3.4386], [-3.9608, -0.7099, 4.8185], [-5.2053, -0.9976, 5.3341], [-2.4679, -0.4798, 2.9240], [-1.2785, -0.8154, 3.5185], [-0.2943, -0.4934, 2.6329], [-0.8459, 0.0099, 1.4890], [-2.1497, 0.0253, 1.7033], [-6.9038, -1.4394, 2.4310], [-4.6767, -0.9639, 1.5069], [-3.1395, -0.4786, 5.4779], [-5.3651, -0.9906, 6.4004], [-1.2276, -1.2824, 4.4817], [0.7601, -0.6401, 2.7517], [-2.8834, 0.4337, 1.0366], [3.0145, 4.9494, -0.2037], [2.8637, 3.4983, -0.4055], [2.5500, 3.2069, -1.8115], [1.8923, 2.8450, 0.5382], [0.4356, 3.1015, 0.2394], [-0.0779, 4.3722, 0.4973], [-1.3988, 4.6779, 0.2407], [-2.2218, 3.6927, -0.2763], [-1.7174, 2.4192, -0.4727], [-0.3864, 2.0534, -0.2188], [3.8717, 5.3217, -0.7653], [3.1625, 5.1852, 0.8495], [2.1174, 5.4529, -0.5635], [3.7582, 3.0368, -0.2081], [1.5462, 3.5577, -2.0408], [2.6298, 2.1310, -1.9516], [3.2717, 3.7033, -2.4569], [2.1456, 3.1940, 1.5419], [2.0551, 1.7692, 0.4730], [0.5525, 5.1347, 0.9288], [-1.7811, 5.6621, 0.4551], [-3.2588, 3.9088, -0.4944], [-2.4081, 1.6690, -0.8499]], "forces_ev_per_a": [[0.0, -1.3, -2.7], [0.0, 0.4, -0.2], [-0.4, -0.2, -0.1], [0.5, 0.3, 0.1], [0.2, -0.1, -0.3], [0.1, -0.1, -0.5], [-0.1, 0.0, 0.2], [-0.1, 0.2, 0.1], [0.0, 0.2, 0.1], [0.0, -0.7, -0.2], [0.0, -0.2, 0.2], [0.2, -0.2, 0.2], [-0.1, 0.0, -0.3], [-0.2, -0.3, 0.4], [-0.1, 0.4, 0.5], [0.0, 0.1, 0.3], [-0.1, 0.0, 0.0], [0.2, -0.1, 0.0], [0.1, 0.0, -0.2], [-0.1, 0.1, 0.2], [0.0, -0.2, 0.1], [-0.2, 0.1, -0.1], [0.1, 0.0, 0.2], [0.1, 0.1, -0.1], [0.0, -0.1, -0.1], [0.0, -0.1, 0.0], [-0.2, -0.2, 0.0], [0.1, 0.2, -0.1], [0.0, 0.1, -0.2], [0.0, -0.1, 0.0], [0.0, 0.2, 0.0], [0.2, -0.1, -0.1], [-0.1, 0.1, -0.1], [0.0, -0.1, -0.1], [0.1, -0.1, 0.0], [-0.2, 0.3, -0.2], [-0.2, -0.3, -0.3], [-0.1, -0.3, 0.1], [1.4, 0.7, 1.4], [-0.6, 0.1, -0.1], [0.2, -0.4, 0.0], [-0.3, -0.3, 0.1], [0.5, 1.1, -0.6], [0.2, -0.6, -0.1], [0.2, 0.0, 0.0], [0.1, 0.2, 0.3], [0.0, 0.0, -0.1], [-0.4, -0.2, 0.0], [-0.1, -0.2, 0.0], [-0.3, -0.1, 0.2], [-0.5, -0.1, 0.2], [0.9, 0.3, -0.4], [-0.1, 0.1, 0.3], [0.4, 0.0, 0.1], [-1.1, -0.1, 0.3], [0.3, 0.0, -0.4], [-0.2, -0.1, -0.2], [0.6, 0.2, -0.5], [0.5, 0.0, 0.1], [-0.1, -0.3, 0.7], [-1.3, -0.2, 1.7], [0.2, 0.1, 0.0], [0.0, -0.1, 0.0], [0.0, 0.0, -0.1], [0.0, 0.0, 0.1], [0.0, 0.0, 0.1], [0.0, 0.0, 0.1], [0.0, 0.0, 0.0], [-0.1, 0.0, -0.1], [0.1, 0.8, 0.1], [0.4, -0.2, 0.1], [-0.1, -0.3, -0.8], [-0.9, -0.4, 0.5], [-0.1, 0.3, -0.1], [0.0, 0.0, 0.0], [0.0, 0.1, 0.0], [-0.2, 0.0, 0.0], [0.1, 0.2, -0.1], [0.2, 0.9, 0.0], [0.0, -0.2, 0.0], [0.0, -0.2, 0.0], [0.1, -0.1, 0.0], [-0.1, 0.1, 0.0], [0.0, 0.1, 0.1], [-0.1, 0.2, 0.0], [0.0, 0.1, 0.1], [0.2, 0.0, -0.1], [0.3, 0.4, 0.0], [0.1, 0.1, 0.1], [-0.1, 0.2, 0.0], [-0.1, 0.0, 0.0], [-0.1, -0.1, 0.0]], "mulliken_charge": [0.6110, -1.0098, -1.0370, -0.0511, -1.5499, 0.5965, -1.0233, -1.0080, -1.2211, 1.0954, -2.3154, 0.3582, -0.6663, -1.1148, 0.2321, 1.6956, 0.3627, 0.5764, 0.3117, 0.5735, -0.0358, 0.1308, 0.6033, 0.5380, 0.4650, 0.5712, 0.5233, 0.4890, 0.2889, -0.0147, 0.5564, 0.6306, 0.3746, 0.2269, -0.2111, 0.7656, -0.2477, -0.2161, 0.8667, 0.0450, -0.8130, -0.5264, 1.0234, -0.6450, -0.8848, 0.5746, -0.2303, -0.2083, -0.2283, -0.4735, 0.0058, 0.4946, -1.1813, 0.2300, 0.9279, -0.5412, -0.9679, 0.2950, -0.5404, -1.2001, 1.2632, -1.1225, 0.4457, 0.3498, 0.4763, 0.4737, 0.5177, 0.2186, 0.5720, -0.9164, 0.3329, -0.4955, -0.0204, 0.1019, -0.6459, -1.2122, -1.5632, -0.3476, 1.7965, 0.3268, 0.3533, 0.4853, 0.1966, 0.4168, -0.1879, 0.5367, 0.8748, -1.0316, 0.6659, 0.3976, 0.5110, 0.3533], "lumo_energy_ha": [-0.0854, -0.0866], "e_tot_ev": -119059.0166, "charge": 1, "multiplicity": 4, "orbital_gap_ev": [6.557, 8.757]}

{"formula": "C26H50N2O3P2Pt", "method": "ωB97M-V/def2-TZVPD", "species": ["Pt", "C", "O", "C", "O", "P", "C", "H", "C", "H", "C", "H", "C", "P", "H", "H", "C", "H", "C", "H", "H", "H", "C", "H", "H", "H", "C", "H", "H", "H", "C", "H", "H", "H", "C", "H", "H", "H", "C", "H", "H", "H", "C", "H", "H", "H", "C", "H", "C", "H", "H", "C", "H", "H", "H", "C", "H", "H", "H", "C", "H", "H", "H", "C", "H", "H", "H", "H", "H", "N", "C", "O", "C", "C", "C", "N", "C", "C", "H", "H", "H", "H", "H", "H"], "xyz": [[0.3464, -0.3435, -0.7951], [1.0370, -0.4596, -2.5011], [1.5750, -0.4579, -3.5346], [0.9274, 1.5867, -0.5223], [1.2899, 2.6822, -0.4202], [-1.7888, 0.4653, -1.8444], [-3.0915, 1.2215, -0.7533], [-3.8916, 1.5675, -1.4219], [-1.5980, 1.7331, -3.2284], [-0.8009, 2.3752, -2.8180], [-2.7179, -0.9142, -2.6803], [-2.9365, -1.5794, -1.8313], [2.6926, -3.0133, -0.2914], [2.3689, -1.2579, 0.2543], [3.5538, -1.5836, 2.3276], [1.8036, -3.5312, 0.0977], [4.0050, -0.4197, -0.1564], [4.7351, -1.2313, -0.0120], [-1.1041, 1.1755, -4.5710], [-1.9460, 0.9348, -5.2360], [-0.4551, 0.3012, -4.4853], [-0.5062, 1.9573, -5.0623], [-2.8443, 2.6102, -3.4617], [-2.8033, 3.0355, -4.4745], [-2.9009, 3.4443, -2.7527], [-3.7795, 2.0381, -3.3993], [-4.0611, -0.5308, -3.3250], [-4.7274, 0.0327, -2.6589], [-4.5849, -1.4621, -3.5873], [-3.9260, 0.0335, -4.2590], [-1.8578, -1.6976, -3.6822], [-2.1783, -2.7481, -3.6916], [-0.7929, -1.6789, -3.4300], [-1.9783, -1.3069, -4.7003], [-3.7075, 0.1786, 0.1947], [-4.5974, -0.2826, -0.2488], [-4.0165, 0.6550, 1.1334], [-3.0206, -0.6366, 0.4545], [-2.5545, 2.4477, -0.0077], [-1.8223, 2.1442, 0.7480], [-3.3868, 2.9443, 0.5100], [-2.0818, 3.1873, -0.6654], [3.9448, -3.6815, 0.3065], [4.2089, -3.3447, 1.3166], [4.8181, -3.5420, -0.3466], [3.7535, -4.7633, 0.3647], [2.6999, -3.1748, -1.8127], [3.5386, -2.6348, -2.2676], [2.0034, -0.1929, 2.8508], [1.7691, -2.8254, -2.2656], [2.8197, -4.2368, -2.0625], [1.7003, -2.6792, 2.6068], [0.9552, -0.3333, 3.1313], [2.5624, -0.0010, 3.7753], [2.0821, 0.7093, 2.2389], [2.4823, -1.4418, 2.1195], [1.3655, -2.5232, 3.6402], [2.3125, -3.5885, 2.6047], [0.7945, -2.8831, 2.0154], [4.3918, 0.7330, 0.7780], [3.6892, 1.5746, 0.7007], [5.3760, 1.1088, 0.4675], [4.4676, 0.4340, 1.8277], [4.1045, 0.0669, -1.6064], [3.7433, -0.6578, -2.3411], [5.1595, 0.2775, -1.8328], [3.5450, 1.0035, -1.7396], [0.0832, -0.1218, 1.0613], [-0.9271, 0.0783, 0.1582], [-2.2147, 1.7010, 6.7072], [-1.4515, 2.4341, 5.8323], [-0.9574, 3.5229, 6.1317], [-1.2706, 1.7811, 4.4808], [-1.9223, 0.6007, 4.0591], [-1.5682, 0.0992, 2.8282], [-0.6247, 0.6870, 2.0497], [-0.1231, 1.8786, 2.4321], [-0.3808, 2.4573, 3.6418], [-2.3316, 2.0973, 7.6305], [-2.5613, 0.7840, 6.4752], [-2.6488, 0.0951, 4.6942], [-2.0268, -0.7994, 2.4685], [0.6103, 2.3015, 1.7693], [0.1517, 3.3828, 3.8995]], "forces_ev_per_a": [[-1.2, 1.2, 2.7], [4.5, -0.8, -7.9], [-2.6, 0.1, 4.6], [2.1, 5.4, 0.1], [-1.6, -4.7, -0.5], [-3.4, 0.6, -2.3], [0.4, 0.1, 0.8], [0.5, -0.2, -0.2], [1.3, 0.5, 0.4], [-0.1, 0.1, -0.3], [0.5, -1.0, 0.7], [0.0, 0.0, -0.1], [-1.1, -0.3, -0.5], [3.1, -1.5, 0.9], [-0.2, 0.0, -0.5], [0.2, 0.0, -0.1], [-0.3, 0.8, -0.3], [-0.4, -0.1, 0.1], [0.4, -0.1, -0.2], [0.3, 0.0, 0.3], [-0.2, 0.2, -0.2], [-0.3, -0.2, 0.1], [-0.5, 0.0, 0.5], [0.2, -0.1, 0.3], [0.0, -0.2, -0.2], [0.3, 0.3, -0.2], [-0.2, 0.5, 0.0], [0.1, -0.2, -0.2], [0.3, 0.2, 0.1], [0.0, -0.2, 0.3], [-0.2, -0.3, -0.2], [0.1, 0.3, 0.0], [-0.1, -0.2, -0.1], [0.1, -0.2, 0.4], [-0.2, 0.0, 0.1], [0.2, 0.0, 0.1], [0.0, -0.1, -0.2], [0.0, 0.0, 0.0], [0.0, 0.1, 0.0], [-0.2, 0.2, -0.1], [0.3, -0.1, -0.1], [-0.1, -0.1, 0.1], [0.3, 0.2, 0.3], [0.0, -0.1, -0.3], [-0.3, 0.0, 0.2], [0.0, 0.3, -0.1], [0.2, 0.0, 0.0], [-0.2, -0.2, 0.0], [-0.1, 0.2, 0.3], [0.0, -0.2, -0.1], [-0.1, 0.3, 0.0], [0.0, -0.2, 0.2], [0.5, 0.0, 0.1], [0.0, -0.2, -0.3], [0.1, 0.0, 0.1], [-0.8, -0.1, 0.2], [0.2, 0.0, -0.2], [-0.2, 0.2, -0.1], [0.1, 0.1, 0.1], [0.0, 0.0, 0.1], [0.2, -0.1, 0.0], [-0.2, -0.1, 0.1], [0.0, 0.1, -0.2], [0.0, -0.1, -0.1], [0.3, 0.1, 0.1], [-0.3, 0.0, 0.0], [0.1, 0.0, 0.0], [-0.8, 0.5, 1.2], [-0.7, -0.2, 0.3], [1.8, 2.1, -0.4], [-2.3, -4.9, -0.9], [0.4, 1.5, 0.4], [0.0, 2.1, 2.4], [0.8, -0.3, -0.6], [-1.6, -0.9, 1.0], [-0.1, -0.8, 0.2], [1.3, 2.0, -0.4], [0.8, -0.5, -1.5], [-0.4, -0.2, 0.3], [-0.3, 0.2, 0.1], [0.1, -0.1, -0.6], [-0.2, -0.3, -0.2], [0.0, 0.4, 0.1], [-0.4, -0.5, -0.1]], "mulliken_charge": [2.6436, -0.0899, -0.2914, 0.1043, -0.1909, -1.2549, 0.5989, 0.9837, 1.0950, 0.3815, 0.2578, 0.5446, 0.5532, -0.7530, 1.0338, 0.6397, 0.7349, 0.5713, -1.6139, 0.3483, 0.3114, 0.4982, -1.4875, 0.4404, 0.3861, 0.3086, -1.6057, 0.3793, 0.4351, 0.3644, -1.1974, 0.4195, 0.1930, 0.4000, -1.4657, 0.3332, 0.4267, 0.2970, -1.2280, 0.1199, 0.5936, 0.3227, -1.7501, 0.4422, 0.4552, 0.4480, -1.3476, 0.2597, -1.7997, 0.2791, 0.4785, -1.6857, 0.4974, 0.2999, 0.3236, 0.4320, 0.4244, 0.3606, 0.3600, -1.4376, 0.2499, 0.4751, 0.3667, -1.3730, 0.2170, 0.4862, 0.3086, -0.3241, -0.2673, -0.1471, 0.3568, -0.1924, 1.0941, -0.6753, -1.4256, 1.0492, -0.2263, -0.9243, 0.3036, 0.1737, 0.3519, 0.7714, 0.2719, 0.4981], "lumo_energy_ha": [-0.4686, -0.6094], "e_tot_ev": -58670.6107, "charge": 4, "multiplicity": 5, "orbital_gap_ev": [5.646, 4.675]}